P:
Molecular formula: C9H14O
Method: DFT, wB97M-V/def2-TZVPD

Each atom is followed by the atoms it is bonded to, with distances in Å.
Positions of all 24 atoms, in Å:
1 C -1.0441 2.8848 0.3915  C2 1.545, H3 1.031, H4 1.188, H5 1.130
2 C -0.5900 2.1275 1.6592  C1 1.545, H6 0.985, H7 1.170, H8 1.107
3 H -0.2872 3.0851 -0.2796  C1 1.031
4 H -1.6539 2.2835 -0.4321  C1 1.188
5 H -1.5778 3.7829 0.8233  C1 1.130
6 H 0.3572 1.9870 1.8889  C2 0.985
7 H -1.0678 1.0679 1.7916  C2 1.170
8 H -1.0954 2.5732 2.5374  C2 1.107
9 C 2.1986 -1.0810 1.1617  C15 1.502, H22 1.088, H23 1.123, H24 1.066
10 C -0.8404 -1.3024 -1.7537  C11 1.461, C12 1.416, O16 1.315
11 C 0.5297 -1.0738 -2.2063  C10 1.461, C13 1.420, H17 1.147
12 C -1.2435 -1.3435 -0.3964  C10 1.416, C14 1.443, H19 1.093
13 C 1.5299 -1.1245 -1.2001  C11 1.420, C15 1.412, H20 1.082
14 C -0.2195 -1.3920 0.6196  C12 1.443, C15 1.417, H21 1.178
15 C 1.1041 -1.2213 0.1429  C9 1.502, C13 1.412, C14 1.417
16 O -1.8867 -1.7175 -2.4344  C10 1.315, H18 1.051
17 H 0.7199 -0.6224 -3.2437  C11 1.147
18 H -1.6533 -1.9889 -3.4223  O16 1.051
19 H -2.2740 -1.5455 -0.0938  C12 1.093
20 H 2.5590 -0.8902 -1.4364  C13 1.082
21 H -0.6514 -1.4082 1.7158  C14 1.178
22 H 2.6503 -2.0694 1.2235  C9 1.088
23 H 1.6758 -0.7755 2.1080  C9 1.123
24 H 2.7605 -0.2355 0.8354  C9 1.066

As for the gap between HOMO and LUMO: 8.6 eV. Its SMILES is Cc1ccc(O)cc1.CC.


Q:
Molecular formula: C9H14O
Method: DFT, wB97M-V/def2-TZVPD

Each atom is followed by the atoms it is bonded to, with distances in Å.
Positions of all 24 atoms, in Å:
1 C 0.1943 2.4680 -1.6565  C2 1.537, H3 1.051, H4 0.985, H5 1.129
2 C -0.6567 3.0990 -2.7701  C1 1.537, H6 1.127, H7 1.021, H8 1.087
3 H 1.1581 2.8859 -1.6258  C1 1.051
4 H -0.0135 2.6692 -0.7149  C1 0.985
5 H 0.0017 1.3560 -1.6149  C1 1.129
6 H -1.5143 2.3998 -2.9814  C2 1.127
7 H -0.1207 3.1660 -3.6367  C2 1.021
8 H -1.0410 4.0611 -2.4421  C2 1.087
9 C 1.2554 -1.8965 -1.6349  C10 1.454, H17 1.177, H18 1.076, H24 1.123
10 C 0.7009 -1.3050 -0.4280  C9 1.454, C11 1.345, C12 1.470
11 C 1.4819 -0.6753 0.4682  C10 1.345, C13 1.404, H19 1.140
12 C -0.7619 -1.3228 -0.2846  C10 1.470, C14 1.359, H20 1.072
13 C 0.8561 -0.1960 1.6301  C11 1.404, C15 1.464, H21 1.103
14 C -1.3928 -0.8512 0.8228  C12 1.359, C15 1.391, H22 1.104
15 C -0.5841 -0.3579 1.8412  C13 1.464, C14 1.391, O16 1.390
16 O -1.1055 -0.1628 3.1148  C15 1.390, H23 0.957
17 H 2.4028 -1.6943 -1.8038  C9 1.177
18 H 0.6285 -1.6250 -2.4667  C9 1.076
19 H 2.5911 -0.7207 0.2065  C11 1.140
20 H -1.3023 -1.6256 -1.1595  C12 1.072
21 H 1.3941 0.3005 2.4554  C13 1.103
22 H -2.4771 -0.6442 0.8420  C14 1.104
23 H -0.3596 -0.0274 3.6984  O16 0.957
24 H 0.9371 -2.9726 -1.6040  C9 1.123

As for the gap between HOMO and LUMO: 9.0 eV. Its SMILES is Cc1ccc(O)cc1.CC.


Which one is most stable, and which one is least stable? Q is the most stable of them, while P is the least stable.


P:
Molecular formula: C9H14O
Method: DFT, wB97M-V/def2-TZVPD

Each atom is followed by the atoms it is bonded to, with distances in Å.
Positions of all 24 atoms, in Å:
1 C 3.2822 1.0254 -0.8694  C2 1.513, H3 1.093, H4 1.106, H5 1.083
2 C 1.8773 1.3730 -1.3116  C1 1.513, H6 1.101, H7 1.087, H8 1.087
3 H 4.0972 1.7071 -1.1272  C1 1.093
4 H 3.4475 1.0459 0.2238  C1 1.106
5 H 3.5348 0.0053 -1.1327  C1 1.083
6 H 1.3942 0.3864 -1.3797  C2 1.101
7 H 1.1515 1.7753 -0.6096  C2 1.087
8 H 1.8940 1.8191 -2.3022  C2 1.087
9 C -2.4697 1.1981 -0.7516  C11 1.501, H19 1.093, H20 1.091, H24 1.088
10 C -0.8352 -0.7631 -0.6756  C11 1.386, C12 1.403, H17 1.081
11 C -1.6490 0.1617 -0.0410  C9 1.501, C10 1.386, C13 1.406
12 C -0.3492 -1.8713 0.0343  C10 1.403, C14 1.374, H18 1.081
13 C -1.6681 0.1349 1.3648  C11 1.406, C15 1.395, H21 1.082
14 C -0.4499 -1.9342 1.4030  C12 1.374, C15 1.391, O16 1.364
15 C -1.0464 -0.8819 2.0906  C13 1.395, C14 1.391, H22 1.080
16 O 0.0340 -3.0397 2.0384  C14 1.364, H23 0.971
17 H -0.6204 -0.7749 -1.7348  C10 1.081
18 H 0.1323 -2.6671 -0.5167  C12 1.081
19 H -2.2800 2.2009 -0.3608  C9 1.093
20 H -3.5258 1.0390 -0.5281  C9 1.091
21 H -2.2895 0.8269 1.9182  C13 1.082
22 H -1.0724 -0.8413 3.1693  C15 1.080
23 H -0.3789 -3.1905 2.9046  O16 0.971
24 H -2.2102 1.2649 -1.8061  C9 1.088

As for the gap between HOMO and LUMO: 9.3 eV. Its SMILES is Cc1ccc(O)cc1.CC.


Q:
Molecular formula: C9H14O
Method: DFT, wB97M-V/def2-TZVPD

Each atom is followed by the atoms it is bonded to, with distances in Å.
Positions of all 24 atoms, in Å:
1 C 3.3300 1.1796 -1.1052  C2 1.532, H3 1.166, H4 1.129, H5 1.125
2 C 3.8551 1.3748 0.3207  C1 1.532, H6 1.141, H7 1.103, H8 1.122
3 H 3.5325 2.1178 -1.7665  C1 1.166
4 H 3.9237 0.4854 -1.7682  C1 1.129
5 H 2.2600 0.8329 -1.0916  C1 1.125
6 H 2.9485 1.4725 1.0071  C2 1.141
7 H 4.3991 2.3341 0.3043  C2 1.103
8 H 4.6376 0.5754 0.4011  C2 1.122
9 C -3.3077 -2.4502 -0.6271  C15 1.486, H22 1.153, H23 1.192, H24 1.067
10 C -0.7927 0.6895 0.8676  C11 1.405, C12 1.381, O16 1.350
11 C -1.7944 0.9380 -0.0852  C10 1.405, C13 1.351, H18 1.103
12 C -0.5219 -0.6014 1.2758  C10 1.381, C14 1.373, H19 1.091
13 C -2.6765 -0.0081 -0.4765  C11 1.351, C15 1.415, H20 1.074
14 C -1.3372 -1.5850 0.7722  C12 1.373, C15 1.473, H21 1.138
15 C -2.5772 -1.3297 0.0198  C9 1.486, C13 1.415, C14 1.473
16 O -0.1283 1.6657 1.5227  C10 1.350, H17 1.026
17 H 0.8905 1.7272 1.4236  O16 1.026
18 H -1.6319 1.9629 -0.4584  C11 1.103
19 H 0.2014 -0.6854 2.0879  C12 1.091
20 H -3.3493 0.3953 -1.2103  C13 1.074
21 H -1.2355 -2.7180 0.7748  C14 1.138
22 H -3.8228 -3.1404 0.1391  C9 1.153
23 H -2.5959 -3.1604 -1.2681  C9 1.192
24 H -4.2070 -2.0725 -1.0597  C9 1.067

As for the gap between HOMO and LUMO: 9.1 eV. Its SMILES is Cc1ccc(O)cc1.CC.


R:
Molecular formula: C9H14O
Method: DFT, wB97M-V/def2-TZVPD

Each atom is followed by the atoms it is bonded to, with distances in Å.
Positions of all 24 atoms, in Å:
1 C 2.1810 2.5455 0.3846  C2 1.507, H3 1.132, H4 1.154, H5 1.190
2 C 1.3409 1.9389 -0.7102  C1 1.507, H6 1.009, H7 1.102, H8 0.957
3 H 3.2538 2.7209 0.0684  C1 1.132
4 H 1.6036 3.4558 0.7962  C1 1.154
5 H 2.3138 1.8081 1.3090  C1 1.190
6 H 0.6396 2.5290 -1.1331  C2 1.009
7 H 0.7435 1.1023 -0.3145  C2 1.102
8 H 1.8760 1.5534 -1.4039  C2 0.957
9 C -0.2254 0.2212 2.0155  C13 1.512, H21 0.965, H22 1.078, H24 1.138
10 C -2.1456 -0.7992 -1.2218  C11 1.430, C12 1.415, H17 1.013
11 C -1.4283 -2.0133 -1.4592  C10 1.430, C14 1.410, O16 1.367
12 C -1.8266 -0.1951 0.0171  C10 1.415, C13 1.412, H18 1.114
13 C -0.8343 -0.6283 0.9234  C9 1.512, C12 1.412, C15 1.367
14 C -0.4885 -2.4923 -0.5242  C11 1.410, C15 1.374, H19 1.097
15 C -0.3056 -1.8665 0.6851  C13 1.367, C14 1.374, H23 1.147
16 O -1.5554 -2.6506 -2.6617  C11 1.367, H20 1.039
17 H -2.7642 -0.2402 -1.7973  C10 1.013
18 H -2.1797 0.8162 0.3246  C12 1.114
19 H 0.1172 -3.3575 -0.8213  C14 1.097
20 H -0.6589 -3.1621 -2.7815  O16 1.039
21 H -0.8489 0.8772 2.3490  C9 0.965
22 H 0.7106 0.6528 1.6994  C9 1.078
23 H 0.4816 -2.3309 1.3773  C15 1.147
24 H -0.0002 -0.4853 2.8790  C9 1.138

As for the gap between HOMO and LUMO: 9.1 eV. Its SMILES is Cc1ccc(O)cc1.CC.


S:
Molecular formula: C9H14O
Method: DFT, wB97M-V/def2-TZVPD

Each atom is followed by the atoms it is bonded to, with distances in Å.
Positions of all 24 atoms, in Å:
1 C -0.8313 2.2183 -1.5856  C2 1.518, H3 1.137, H4 1.098, H5 1.173
2 C 0.1544 1.2160 -2.1582  C1 1.518, H6 1.153, H7 1.201, H8 1.079
3 H -1.9521 2.0986 -1.7312  C1 1.137
4 H -0.8189 2.3561 -0.4963  C1 1.098
5 H -0.6059 3.3540 -1.7748  C1 1.173
6 H 1.1850 1.6931 -1.9567  C2 1.153
7 H -0.0005 1.1628 -3.3478  C2 1.201
8 H 0.2522 0.3550 -1.5146  C2 1.079
9 C 2.3091 -0.6444 1.9574  C11 1.440, H19 1.108, H20 1.105, H24 1.127
10 C -0.1462 0.0055 1.8048  C11 1.414, C12 1.382, H17 1.131
11 C 0.9542 -0.8312 1.5078  C9 1.440, C10 1.414, C14 1.363
12 C -1.3331 -0.1070 1.1058  C10 1.382, C13 1.431, H18 1.089
13 C -1.3639 -1.1276 0.1039  C12 1.431, C15 1.364, O16 1.380
14 C 0.8285 -1.8492 0.6103  C11 1.363, C15 1.386, H21 1.122
15 C -0.2902 -1.9097 -0.2065  C13 1.364, C14 1.386, H23 1.064
16 O -2.5180 -1.4693 -0.5719  C13 1.380, H22 1.053
17 H -0.0023 0.7415 2.6518  C10 1.131
18 H -2.2280 0.4917 1.2675  C12 1.089
19 H 3.0160 -1.4267 1.6155  C9 1.108
20 H 2.3506 -0.3324 3.0162  C9 1.105
21 H 1.5705 -2.6896 0.5698  C14 1.122
22 H -2.6493 -0.7005 -1.2795  O16 1.053
23 H -0.5564 -2.7390 -0.8171  C15 1.064
24 H 2.6759 0.1338 1.2296  C9 1.127

As for the gap between HOMO and LUMO: 9.4 eV. Its SMILES is Cc1ccc(O)cc1.CC.


Which one is most stable, and which one is least stable? P is the most stable of them, while Q is the least stable.


P:
Molecular formula: C9H14O
Method: DFT, wB97M-V/def2-TZVPD

Each atom is followed by the atoms it is bonded to, with distances in Å.
Positions of all 24 atoms, in Å:
1 C -0.3929 -3.8493 0.7139  C2 1.587, H3 1.077, H4 1.025, H5 1.123
2 C 0.8112 -3.5870 1.7134  C1 1.587, H6 1.029, H7 1.098, H8 1.132
3 H -0.7955 -2.8992 0.4041  C1 1.077
4 H -0.0108 -4.3665 -0.0844  C1 1.025
5 H -1.2858 -4.4035 1.1103  C1 1.123
6 H 1.6629 -3.0916 1.4164  C2 1.029
7 H 1.2024 -4.4790 2.2199  C2 1.098
8 H 0.3073 -3.2273 2.6609  C2 1.132
9 C 2.3586 2.2140 -1.1388  C13 1.545, H21 1.052, H22 1.055, H24 1.152
10 C -0.7287 0.1768 -1.2133  C11 1.389, C12 1.494, H17 1.072
11 C 0.5503 0.6009 -1.5494  C10 1.389, C13 1.323, H18 1.062
12 C -1.2967 0.7946 0.0228  C10 1.494, C14 1.390, O16 1.375
13 C 1.0480 1.5086 -0.7262  C9 1.545, C11 1.323, C15 1.374
14 C -0.5883 1.5776 0.9261  C12 1.390, C15 1.361, H20 1.037
15 C 0.6249 2.0050 0.4830  C13 1.374, C14 1.361, H23 1.180
16 O -2.5638 0.2706 0.1269  C12 1.375, H19 1.001
17 H -1.3051 -0.4754 -1.8394  C10 1.072
18 H 1.0539 0.2846 -2.4296  C11 1.062
19 H -2.7617 0.2231 1.1065  O16 1.001
20 H -1.1784 1.7787 1.7544  C14 1.037
21 H 2.2928 3.2612 -1.2099  C9 1.052
22 H 2.5509 1.7389 -2.0609  C9 1.055
23 H 1.1254 2.8642 1.1188  C15 1.180
24 H 3.3333 1.9792 -0.5715  C9 1.152

As for the gap between HOMO and LUMO: 8.9 eV. Its SMILES is Cc1ccc(O)cc1.CC.


Q:
Molecular formula: C9H14O
Method: DFT, wB97M-V/def2-TZVPD

Each atom is followed by the atoms it is bonded to, with distances in Å.
Positions of all 24 atoms, in Å:
1 C -3.4207 -0.7173 -1.1495  C2 1.551, H3 1.090, H4 1.093, H5 1.058
2 C -2.4416 0.3533 -1.6968  C1 1.551, H6 1.087, H7 1.075, H8 1.084
3 H -4.4526 -0.4760 -1.4060  C1 1.090
4 H -3.3165 -1.7612 -1.4560  C1 1.093
5 H -3.3249 -0.7562 -0.0969  C1 1.058
6 H -2.9818 1.1393 -2.2185  C2 1.087
7 H -1.8040 -0.0716 -2.4514  C2 1.075
8 H -1.8769 0.6676 -0.8260  C2 1.084
9 C -0.5946 -0.4537 2.0161  C13 1.514, H21 1.087, H22 1.091, H24 1.074
10 C 2.2184 -0.5353 -0.5446  C11 1.381, C12 1.394, H17 1.088
11 C 1.0352 -0.7893 0.1205  C10 1.381, C13 1.389, H18 1.086
12 C 3.0096 0.5655 -0.2209  C10 1.394, C14 1.389, O16 1.353
13 C 0.6601 -0.0804 1.2547  C9 1.514, C11 1.389, C15 1.395
14 C 2.6536 1.2232 0.9498  C12 1.389, C15 1.380, H20 1.071
15 C 1.4675 0.9974 1.6176  C13 1.395, C14 1.380, H23 1.082
16 O 3.9876 1.0470 -1.0230  C12 1.353, H19 0.960
17 H 2.5379 -1.1515 -1.3824  C10 1.088
18 H 0.5211 -1.7049 -0.1549  C11 1.086
19 H 4.3117 0.3710 -1.6230  O16 0.960
20 H 3.3417 1.9529 1.3251  C14 1.071
21 H -1.4634 -0.2800 1.3867  C9 1.087
22 H -0.7040 0.2347 2.8549  C9 1.091
23 H 1.1274 1.6937 2.3729  C15 1.082
24 H -0.4909 -1.4683 2.3517  C9 1.074

As for the gap between HOMO and LUMO: 9.2 eV. Its SMILES is Cc1ccc(O)cc1.CC.


Which one is most stable, and which one is least stable? Q is the most stable of them, while P is the least stable.